No. 1
Density functional theory data (ωB97M-V with the def2-TZVPD basis set) for C2H2FLiO as an isolated structure at a distorted geometry.

Geometry as XYZ:
```
7
Properties=species:S:1:pos:R:3
C -1.47987 -0.88968 -0.00218
H -0.50881 0.63335 -1.07806
O -2.35274 -1.62441 -0.04947
H -0.68337 0.89235 0.77195
F 2.03405 0.06642 0.21297
C -0.66001 0.21283 -0.08210
Li 3.65075 0.70914 0.22690
```

Computed properties:
* ⟨S²⟩: 0.7577
* E_HOMO (alpha / beta): -15.102 / -14.968 eV
* calculated total energy: -259.733584 hartree
* net charge: +1
* lowest unoccupied orbital energy (alpha / beta): -5.05 / -8.03 eV
* energy above the lowest of the compared OMol25 structures with the same formula, charge and spin: 0.00 kJ/mol
* spin multiplicity: 2
* frontier orbital gap (alpha / beta): 10.1 / 6.9 eV

Atomic partial charges in e from the natural (NBO) method, atoms 1 to 5:
1. C 0.7997
2. H 0.2995
3. O -0.2127
4. H 0.2971
5. F -0.9042

=====

No. 2
Density functional theory data (ωB97M-V with the def2-TZVPD basis set) for C2H2FLiO2Tm as an isolated structure at a distorted geometry.

Geometry as XYZ:
```
9
Properties=species:S:1:pos:R:3
H 1.43794 -0.01858 1.12714
H 2.15714 -0.32493 -0.48344
O 0.58874 2.28619 -0.66644
O 0.06179 -0.35253 -0.50686
F 2.15763 2.15952 0.84262
C 1.32768 1.58747 -0.01888
Tm -0.61338 -2.48407 -0.69919
Li -0.92771 1.18282 -1.22683
C 1.25907 0.09118 0.00643
```

Computed properties:
* ⟨S²⟩: 2.0204
* E_HOMO (alpha / beta): -23.625 / -23.500 eV
* calculated total energy: -1419.203011 hartree
* net charge: +3
* lowest unoccupied orbital energy (alpha / beta): -16.23 / -18.69 eV
* spin multiplicity: 3
* frontier orbital gap (alpha / beta): 7.4 / 4.8 eV

Atomic partial charges in e from the natural (NBO) method, atoms 1 to 5:
1. H 0.3312
2. H 0.2991
3. O -0.5680
4. O -0.8667
5. F -0.2216

=====

No. 3
Density functional theory data (ωB97M-V with the def2-TZVPD basis set) for a 2-piece molecular cluster, C2H2FN3O overall at a distorted geometry.

Geometry as XYZ:
```
9
Properties=species:S:1:pos:R:3
H -0.23480 1.23952 0.72386
H -2.87802 -1.72313 -0.34054
N -0.97363 0.93252 -0.03244
C 2.22749 0.62710 0.09143
N -1.60368 -0.09088 0.21516
O 2.51398 1.62247 0.58874
C -2.44897 -0.90351 0.03919
N 2.25700 -0.43703 -0.47910
F 1.14064 -1.26706 -0.80628
```

Computed properties:
* E_HOMO: -8.884 eV
* calculated total energy: -416.543982 hartree
* net charge: 0
* lowest unoccupied orbital energy: -0.63 eV
* energy above the lowest of the compared OMol25 structures with the same formula, charge and spin: 559.50 kJ/mol
* frontier orbital gap: 8.3 eV

Atomic partial charges in e from the natural (NBO) method, atoms 1 to 5:
1. H 0.3346
2. H 0.2241
3. N -0.5466
4. C 0.7986
5. N -0.0032

=====

No. 4
Density functional theory data (ωB97M-V with the def2-TZVPD basis set) for a 3-piece molecular cluster, C2H2FNO overall at a distorted geometry.

Geometry as XYZ:
```
7
Properties=species:S:1:pos:R:3
H 1.06527 0.11864 -2.18016
O -0.27901 -1.27632 1.59169
N -0.35620 1.42778 -1.14055
H -1.02983 0.66981 1.26047
C 0.37412 0.74444 -1.68497
C -0.90249 -0.32622 1.64948
F 1.12813 -1.35814 0.50403
```

Computed properties:
* E_HOMO (alpha / beta): -10.701 / -9.451 eV
* calculated total energy: -307.077308 hartree
* net charge: 0
* lowest unoccupied orbital energy (alpha / beta): -0.80 / -0.93 eV
* energy above the lowest of the compared OMol25 structures with the same formula, charge and spin: 445.73 kJ/mol
* frontier orbital gap (alpha / beta): 9.9 / 8.5 eV

Atomic partial charges in e from the natural (NBO) method, atoms 1 to 5:
1. H 0.2426
2. O -0.1583
3. N -0.3840
4. H 0.2409
5. C 0.1437

=====

No. 5
Density functional theory data (ωB97M-V with the def2-TZVPD basis set) for one molecule with the formula C2H2FNO at a distorted geometry.

Geometry as XYZ:
```
7
Properties=species:S:1:pos:R:3
H 0.64269 -1.15267 0.99134
C -0.98302 0.66126 0.19531
O 1.10464 -0.31452 0.60687
H 0.88532 0.71367 -0.98893
N -1.81268 1.16838 0.79202
C 0.24818 0.01986 -0.42143
F -0.08514 -1.09598 -1.17519
```

Computed properties:
* E_HOMO: -12.261 eV
* SMILES: N#C[C@@H](O)F
* calculated total energy: -307.237154 hartree
* net charge: 0
* lowest unoccupied orbital energy: 0.60 eV
* energy above the lowest of the compared OMol25 structures with the same formula, charge and spin: 26.06 kJ/mol
* frontier orbital gap: 12.9 eV

Atomic partial charges in e from the natural (NBO) method, atoms 1 to 5:
1. H 0.4824
2. C 0.1890
3. O -0.6601
4. H 0.1964
5. N -0.2678

=====

No. 6
Density functional theory data (ωB97M-V with the def2-TZVPD basis set) for C2H2FNO as an isolated structure at a distorted geometry.

Geometry as XYZ:
```
7
Properties=species:S:1:pos:R:3
C -0.03597 0.25862 -0.37158
H 1.85508 -0.16319 1.15701
N 0.42746 -1.14444 -0.14400
H 0.10837 0.57879 -1.33372
F -2.44332 0.08181 -0.16413
C 1.14981 -0.34070 0.51503
O -1.06143 0.72912 0.34140
```

Computed properties:
* E_HOMO (alpha / beta): -10.663 / -10.664 eV
* calculated total energy: -307.035862 hartree
* net charge: 0
* lowest unoccupied orbital energy (alpha / beta): -1.13 / -1.13 eV
* energy above the lowest of the compared OMol25 structures with the same formula, charge and spin: 554.55 kJ/mol
* frontier orbital gap (alpha / beta): 9.5 / 9.5 eV

Atomic partial charges in e from the natural (NBO) method, atoms 1 to 5:
1. C 0.1260
2. H 0.2119
3. N -0.2529
4. H 0.1747
5. F -0.2429

=====

Q: The lowest calculated total energy belongs to which entry?
A: C2H2FLiO2Tm

=====

Q: What is the net charge in the first record?
A: +1